Density functional theory data (ωB97M-V with the def2-TZVPD basis set) for a structure of composition C49H39Br2N3O3ReSb2 at a distorted geometry.

Values from the calculation:
**Charge**: +2
**Energy**: -217335.9095 eV
**2S+1**: 2
**LUMO level (alpha / beta)**: -7.372 / -6.872 eV
**Kohn-Sham gap (alpha / beta)**: 5.2 / 5.7 eV
**Expectation value of S²**: 1.090
**Energy relative to the best compared isomer or geometry (same formula, charge and spin)**: 18.9 kcal/mol

Positions of all 99 atoms, in Å:
C  2.96117  6.65743  -1.73684
H  5.19885  -3.93134  0.60547
C  3.65723  -3.64380  -0.84054
C  2.51014  2.71566  -4.24619
O  -0.51667  -0.68431  -2.54122
C  2.45063  5.37381  -1.57497
H  -3.41273  1.72793  -0.66413
H  -3.65400  -5.24529  -1.56117
H  -3.46547  -3.23017  -3.07245
Br  -4.84466  1.60878  4.12140
H  -0.90609  3.29882  5.40078
H  4.18175  0.11557  -4.48867
C  -2.87233  -3.33925  -2.17498
C  0.88629  4.14927  -5.29309
C  2.51021  -1.88480  0.91534
H  5.35833  1.82064  -0.54315
H  -2.14785  0.44170  3.96943
C  -2.97578  -4.43312  -1.33208
C  -2.44119  0.70464  2.95978
H  4.05409  -4.33641  -1.57047
H  4.03227  -1.17917  4.38217
C  2.23744  4.86701  -0.29195
C  1.43812  2.66893  3.03030
C  -1.90917  0.82307  0.56296
C  3.54249  -0.72653  -4.72009
C  4.25285  -2.24087  2.55520
H  -2.25912  -5.31592  0.49791
H  1.90425  -0.09876  3.72770
O  -2.49829  -0.84591  -3.59557
H  3.93172  2.71927  1.17122
C  3.97001  0.70761  -1.70208
H  -0.65824  1.88096  -3.30084
H  1.98509  -3.10037  -2.08927
C  3.08145  -2.60352  -6.15004
H  2.46652  2.33858  2.94518
C  0.72579  3.03980  1.88992
H  -1.14790  3.82730  1.16271
C  -1.54905  0.45368  1.87726
H  -0.05112  -0.18909  3.22561
C  3.46279  2.05439  0.44630
H  -1.17222  3.76521  -4.81152
Br  -0.34635  -3.52805  1.67079
C  -0.45277  3.21776  4.41975
C  2.39086  -0.77620  3.03743
C  2.47496  -2.94845  -1.14011
Sb  1.97171  0.41846  -2.41630
H  4.75184  -1.28060  -6.40042
C  -0.14260  3.47057  -4.64950
H  3.33860  1.07373  0.91772
C  -1.71949  -1.20630  -2.76822
H  0.70767  -2.31961  -3.76054
C  3.70073  -2.51858  1.28000
C  -0.57934  3.51787  2.03316
H  -4.97432  2.08472  1.22175
C  1.85289  -1.02648  1.81067
C  -1.33013  -3.44373  0.07557
H  3.00835  4.30908  -5.59359
C  2.41613  -1.00824  -3.94495
C  1.47030  2.04490  -3.60888
C  -1.16429  3.60838  3.29098
C  0.85007  2.75323  4.29192
C  0.14321  2.41128  -3.80051
N  0.62343  -0.48902  1.30725
C  3.87481  -1.51823  -5.81205
N  1.92337  -2.07915  -0.31185
N  -1.19672  -2.38417  -0.74599
H  0.65435  4.97402  -5.95592
C  -3.64969  1.27014  2.71730
H  3.33145  -3.21263  -7.00993
C  -4.00637  1.63303  1.39842
C  1.95343  -2.89209  -5.39245
C  -0.29559  -0.07887  2.17245
H  1.41738  2.48485  5.17721
H  2.20833  4.78075  -2.45149
H  3.12627  7.05057  -2.73261
H  3.63816  8.43996  -0.75498
H  3.23762  7.55976  1.51746
H  -2.17442  3.98799  3.39347
C  -1.96752  -2.35922  -1.85610
C  3.02188  6.94440  0.65266
H  2.34161  5.28881  1.82613
H  5.18449  -2.71426  2.83994
C  2.51757  5.66167  0.82305
H  4.25159  2.84004  -1.42224
C  1.61749  -2.09515  -4.30434
O  -1.07189  0.68608  -0.45086
C  2.20897  3.77585  -5.09421
H  1.32280  -3.73125  -5.65965
C  4.27741  -3.41932  0.35173
C  -2.19729  -4.48584  -0.19049
C  4.30735  1.92358  -0.82691
C  3.61238  -1.38989  3.40731
Re  0.27331  -0.74269  -0.68323
H  4.56304  0.71878  -2.61667
H  3.54725  2.44513  -4.08215
Sb  1.54294  2.89001  -0.05433
H  4.20638  -0.22658  -1.18460
C  -3.14987  1.43231  0.34463
C  3.24705  7.43893  -0.62593

Löwdin population analysis, charges in e, atoms 1 to 6: -0.071, 0.138, 0.000, -0.134, -0.346, -0.130